w:
Computed, not measured: 2 unconnected molecules or ions with the total composition C7H16O2Si, with wB97M-V/def2-TZVPD.

XYZ file:
```
26
Properties=species:S:1:pos:R:3:mulliken_charge:R:1
H -2.93717 -2.05529 -1.88604 0.33
H -2.06032 -3.78841 2.02744 0.25
C 3.32051 2.01965 -0.47806 -1.30
H 0.83794 2.85001 0.17658 0.29
H -1.70267 -2.14789 2.69220 0.25
C -1.88954 -1.68910 -1.87228 -1.06
C 1.98488 1.18915 -0.69080 0.65
H -1.27110 -2.65813 -2.07906 0.26
H 2.26426 0.67391 -1.66528 0.26
H 4.12429 1.21189 -0.45962 0.32
H -2.18938 1.41080 0.35299 0.37
H -3.03982 0.27199 1.42113 0.47
H 0.79335 2.68383 -1.52628 0.54
C -2.14490 0.43063 0.91646 -1.14
H -1.79779 -0.99043 -2.66158 0.37
C 0.79825 2.07845 -0.69421 -1.10
O -1.52091 -2.45611 0.55873 -0.21
H -0.17999 -2.98291 2.01404 0.21
Si -1.40783 -0.96033 -0.16023 0.35
C 1.67904 0.24571 0.39580 0.04
C -1.37532 -2.92185 1.92537 -0.58
O 2.43492 0.10555 1.31918 -0.45
H -0.21911 1.49321 -0.65698 -0.13
H -1.39382 0.61331 1.73006 0.35
H 3.37045 2.57541 0.55081 0.28
H 3.52177 2.79695 -1.25039 0.38
```

Calculated values
* molecular weight: 160.29 g mol⁻¹
* LUMO level (alpha / beta): 0.27 / 0.26 eV
* charge: 0
* orbital gap (alpha / beta): 6.86 / 8.00 eV
* E_HOMO (alpha / beta): -6.58 / -7.74 eV

=====

x:
Computed, not measured: 2 unconnected molecules or ions with the total composition C7H16O2Si, with wB97M-V/def2-TZVPD.

XYZ file:
```
26
Properties=species:S:1:pos:R:3:mulliken_charge:R:1
O -1.28637 -1.26586 -1.19565 -0.55
H -1.73442 1.66165 2.86303 0.29
C -0.35660 0.40525 -2.66103 -1.30
H 0.96470 -2.38863 -1.10681 0.35
H 1.82399 -1.44601 -2.20919 0.28
C -0.15391 -0.74461 -1.77084 1.07
C -1.85309 1.31825 1.77383 -1.41
H 1.34040 1.73402 -0.72255 0.35
H -0.90243 -0.73196 1.85547 0.33
H 0.58707 0.64671 -3.06372 0.33
C -0.85810 0.29257 1.51873 -0.36
O 1.35475 -0.39989 0.98142 -0.21
H -1.10100 0.20433 -3.49573 0.31
H 1.33757 2.30481 1.00879 0.28
H 1.60357 -1.63101 3.07921 -0.22
C 0.33059 0.53256 0.89579 1.16
C 0.91223 -1.53080 -1.75585 -1.18
C 0.76807 1.74014 0.20459 -1.35
Si 1.48413 -1.83254 1.67408 0.38
H 0.61005 -2.99258 1.31183 -0.11
H -2.83766 0.94828 1.74611 0.38
H 2.78221 -2.10636 1.01558 -0.14
H -0.16295 2.24151 -0.03573 0.32
H -1.99635 -0.54207 -1.01613 0.36
H -0.79730 1.29497 -2.15358 0.29
H -1.85914 2.28726 1.25835 0.36
```

Calculated values
* molecular weight: 160.29 g mol⁻¹
* LUMO level: 0.69 eV
* SMILES string: C/C=C(\C)O[SiH3].C=C(C)O
* charge: 0
* orbital gap: 9.00 eV
* E_HOMO: -8.31 eV

=====

Which one sits at the top of the stability order? x does.

=====

w:
Computed, not measured: 2 unconnected molecules or ions with the total composition C5H14NO3, with wB97M-V/def2-TZVPD.

XYZ file:
```
23
Properties=species:S:1:pos:R:3:mulliken_charge:R:1
C 0.11890 1.90346 1.82301 -0.49
H 0.95044 2.02026 2.51115 0.29
O -1.57076 -3.02649 -0.27394 -0.47
O -0.77689 1.03211 2.53014 -0.56
H 1.72611 -0.15232 -3.38975 0.31
H 1.35676 -0.77990 0.05479 0.44
C 0.53175 -0.33065 0.61576 -1.00
C 0.65546 1.19148 0.55387 -0.64
H -1.13333 -2.31846 1.57419 0.42
H -1.71086 1.17901 2.39544 0.31
H -0.41056 2.82801 1.61785 0.32
C -1.20306 -2.17484 0.48859 -0.12
H -0.28212 -1.95930 -1.71808 0.40
H 0.11760 -0.31711 -1.88567 0.30
H -1.47051 -0.86990 -1.99180 0.35
O 1.69903 0.19257 -2.48583 -0.66
H 1.69178 1.50556 0.42571 0.41
C -0.75038 -0.82179 -0.06177 -0.13
H 1.88274 1.10973 -2.61665 0.32
H 0.17378 1.58818 -0.34870 0.33
H 0.55940 -0.68294 1.63710 0.57
H -1.56761 -0.11537 0.07968 0.44
N -0.58767 -1.00128 -1.53508 -0.17
```

Calculated values
* molecular weight: 136.17 g mol⁻¹
* LUMO level: -3.37 eV
* charge: +1
* orbital gap: 10.50 eV
* E_HOMO: -13.87 eV

=====

x:
Computed, not measured: 2 unconnected molecules or ions with the total composition C5H14NO3, with wB97M-V/def2-TZVPD.

XYZ file:
```
23
Properties=species:S:1:pos:R:3:mulliken_charge:R:1
O -0.76607 1.46880 2.03550 -0.54
C -1.57624 -1.94591 0.83453 -0.03
H -0.62541 -2.03446 -1.50392 0.46
O 1.40622 0.10163 -2.76493 -0.59
O -1.79429 -2.88057 0.12922 -0.46
H -1.57528 0.21585 0.29493 0.34
C 0.47211 -0.49756 0.80358 -0.89
H -0.52414 2.40809 0.29815 0.28
C -0.88162 -0.71911 0.18292 0.01
N -0.76228 -0.98034 -1.33240 -0.20
H 1.43013 0.85327 -3.34089 0.29
H 2.04464 0.94633 1.08037 0.34
H 0.72995 2.84677 1.50939 0.40
H 0.40903 -0.70685 1.94944 0.35
H -1.78971 -1.87992 1.92954 0.38
H -0.45600 1.70628 2.92970 0.33
C 0.14016 2.00217 1.08280 -0.65
H 1.29663 1.04606 -0.50821 0.12
H 2.10130 -0.40227 -3.08370 0.26
H 0.08849 -0.46619 -1.74204 0.18
H 1.23807 -1.29367 0.48754 0.37
H -1.65896 -0.67437 -1.83460 0.40
C 1.05326 0.88598 0.56308 -0.13
```

Calculated values
* molecular weight: 136.17 g mol⁻¹
* LUMO level: -3.13 eV
* charge: +1
* orbital gap: 10.82 eV
* E_HOMO: -13.95 eV

=====

Which one sits at the top of the stability order? w does.

=====

w:
Computed, not measured: 2 unconnected molecules or ions with the total composition C3H6ClP, with wB97M-V/def2-TZVPD.

XYZ file:
```
11
Properties=species:S:1:pos:R:3:mulliken_charge:R:1
H 1.41592 1.24966 0.94987 0.31
C 1.84106 0.50720 0.26699 -1.05
C 0.56370 -0.21479 -0.08012 -0.23
H 2.37963 0.98249 -0.58796 0.31
P -4.21865 -0.70061 -0.10965 -0.01
H -3.18247 -1.42526 0.47623 0.01
H 2.49347 -0.12796 0.79581 0.33
Cl -1.82735 0.65927 -0.95496 -0.04
H 0.81038 -1.17208 -0.54704 0.32
C -0.15710 0.65177 -1.07519 -0.16
H -0.11858 -0.40969 0.86602 0.21
```

Calculated values
* molecular weight: 108.51 g mol⁻¹
* LUMO level (alpha / beta): -1.31 / -1.34 eV
* charge: 0
* orbital gap (alpha / beta): 6.93 / 6.93 eV
* E_HOMO (alpha / beta): -8.24 / -8.27 eV

=====

x:
Computed, not measured: 2 unconnected molecules or ions with the total composition C3H6ClP, with wB97M-V/def2-TZVPD.

XYZ file:
```
11
Properties=species:S:1:pos:R:3:mulliken_charge:R:1
H 0.20921 -1.05032 1.40746 0.46
P -1.71001 1.64551 -0.00236 -0.14
C -0.01558 -0.17129 0.98770 -1.17
H 0.42444 0.74242 1.42248 0.31
H 1.78581 0.73206 -0.70534 0.30
C -1.12152 0.10273 0.24675 0.62
H 1.07160 -0.85123 -1.28799 0.29
H -2.81865 1.47888 -0.96047 0.02
C 1.75799 -0.36169 -0.66088 -0.77
H 2.46418 -0.99019 -0.00795 0.29
Cl -2.04746 -1.27689 -0.43938 -0.21
```

Calculated values
* molecular weight: 108.51 g mol⁻¹
* LUMO level (alpha / beta): -1.10 / -0.35 eV
* charge: 0
* orbital gap (alpha / beta): 7.32 / 7.87 eV
* E_HOMO (alpha / beta): -8.42 / -8.22 eV

=====

Which one sits at the top of the stability order? x does.

=====

w:
Computed, not measured: a molecular structure, C6H24KN12O6, with wB97M-V/def2-TZVPD.

XYZ file:
```
49
Properties=species:S:1:pos:R:3:mulliken_charge:R:1
N 3.74452 3.36015 1.68286 -0.46
H -1.51477 -2.21203 -4.41043 0.23
H -3.08881 4.35104 -0.98749 0.24
O -0.18754 0.70535 1.81122 -0.44
N 0.25756 -0.93232 -5.68247 -0.41
H -4.29371 1.08211 -1.33315 0.19
H -3.06350 -2.93700 1.45567 0.19
N 3.07775 1.34344 2.63084 -0.36
H -2.14141 0.73580 4.30262 0.17
H -1.25923 -1.44824 -2.89614 0.23
H -0.49062 -1.27194 -6.26163 0.16
N 3.66859 -3.35381 0.80501 -0.40
H 2.58419 0.47886 2.49600 0.22
H -2.82272 -3.34551 -2.06610 0.21
H 4.48640 -3.44841 1.38280 0.16
H 3.27852 1.76172 3.51886 0.20
H -4.49591 3.38053 -1.06169 0.15
O 2.96032 1.67287 0.38807 -0.69
N -0.44023 2.24029 3.45362 -0.42
H 3.88051 -0.17717 0.47015 0.17
H 5.07997 -1.25332 1.07797 0.18
C 3.22469 2.11036 1.50252 0.68
H -0.73871 2.44587 4.38923 0.17
C -2.69493 2.32900 -0.92909 0.55
H 3.82291 3.73179 2.61169 0.16
H -2.78439 0.29615 -1.00431 0.18
N -3.49575 3.43531 -1.00623 -0.41
N -2.71085 -2.15335 0.93892 -0.45
H -1.90699 -0.59321 3.20260 0.20
N -1.77152 0.36551 3.44739 -0.41
C 0.05295 -0.84562 -4.32978 0.52
H 3.75101 3.97445 0.88977 0.25
O -1.66882 -1.43391 -0.92625 -0.55
C 3.30486 -2.10056 0.39928 0.53
H -3.67879 -3.86191 -0.61424 0.17
H -2.17405 -1.39702 1.32817 0.20
N -3.35537 1.12798 -0.97994 -0.31
H 0.29154 2.80042 3.05764 0.21
O 0.82427 -0.24184 -3.60200 -0.60
O -1.48188 2.41220 -0.77875 -0.59
N -3.03698 -3.25791 -1.09193 -0.37
C -2.41222 -2.26582 -0.39489 0.44
H 1.00630 -0.48291 -6.17282 0.25
N -1.07428 -1.47606 -3.89033 -0.28
H 3.18413 -4.21136 0.62834 0.23
K 0.61881 0.48225 -0.85179 1.03
C -0.74917 1.05230 2.84413 0.55
N 4.12022 -1.09075 0.83176 -0.30
O 2.31316 -1.88379 -0.27568 -0.58
```

Calculated values
* molecular weight: 399.43 g mol⁻¹
* LUMO level: -2.03 eV
* charge: +1
* orbital gap: 9.88 eV
* E_HOMO: -11.91 eV

=====

x:
Computed, not measured: a molecular structure, C6H24KN12O6, with wB97M-V/def2-TZVPD.

XYZ file:
```
49
Properties=species:S:1:pos:R:3:mulliken_charge:R:1
H 3.13248 -4.09600 -1.10618 0.28
N -0.28795 -0.35226 3.98731 -0.47
H 0.05163 -1.26164 4.25239 0.26
H 3.15822 2.55901 1.42212 0.20
N 2.78668 -4.35076 -0.19083 -0.54
H 3.98321 1.44778 -1.04223 0.21
H -2.78833 -0.97210 -5.78734 0.17
H -1.95549 0.87343 1.56771 0.03
N -3.32046 0.39608 -3.74581 -0.31
O -0.70969 -1.21212 1.92117 -0.67
O 1.06076 -2.99989 -0.80477 -0.56
C -2.23810 -0.42290 -3.87017 0.39
H -0.75007 0.17179 4.71173 0.20
H -5.21657 0.26387 -0.60090 0.19
H 0.81411 -2.69995 1.71957 0.20
H -1.55099 1.60164 3.10753 0.18
O -1.47771 -0.71691 -2.95552 -0.52
N 4.26992 0.81534 -0.31607 -0.39
C -0.86056 -0.31301 2.74529 0.59
C -3.32229 1.22116 -0.49155 0.15
H 1.60471 -4.23373 2.03083 0.17
N -4.23745 0.21410 -0.38844 -0.29
H -3.51156 0.70475 -2.81577 0.36
H -3.84853 -0.67870 -0.13323 0.25
N 1.31498 -3.51270 1.39731 -0.29
H 3.45281 -4.57106 0.52587 0.23
N -2.03820 -0.92654 -5.12139 -0.44
H -3.74533 0.74891 -4.58110 0.19
H 4.88236 1.14127 0.40597 0.19
H 4.99498 -1.02039 1.24773 0.18
H -1.25944 -1.54405 -5.25795 0.24
H -0.77673 3.27046 0.79923 0.16
H 2.21797 3.74076 2.27896 0.18
N 0.09517 3.45822 1.25391 -0.37
N -3.82285 2.48220 -0.50934 -0.35
H -3.19428 3.26270 -0.50595 0.22
N 4.19175 -1.23893 0.69008 -0.39
H -4.81298 2.63377 -0.44756 0.16
N -1.53112 0.82334 2.47803 -0.22
K 0.25080 -0.51664 -0.72369 1.11
C 1.20546 2.73222 0.89655 0.57
C 1.64241 -3.61302 0.06502 0.51
N 2.34441 3.13881 1.48458 -0.38
O -2.11871 0.98337 -0.51873 -0.45
H 3.83354 -2.17046 0.56195 0.21
H 0.12966 4.18608 1.94476 0.14
C 3.80177 -0.45266 -0.37171 0.67
O 3.04779 -0.88133 -1.22740 -0.63
O 1.10783 1.88668 0.01800 -0.56
```

Calculated values
* molecular weight: 399.43 g mol⁻¹
* LUMO level: -2.15 eV
* charge: +1
* orbital gap: 9.82 eV
* E_HOMO: -11.98 eV

=====

Which one sits at the top of the stability order? w does.

=====

w:
Computed, not measured: a single C2H9N3O2S molecule, with wB97M-V/def2-TZVPD.

XYZ file:
```
17
Properties=species:S:1:pos:R:3:mulliken_charge:R:1
C -0.87443 0.70801 1.36654 -1.13
H -1.79825 1.10062 1.76637 0.41
N 0.55109 -0.25782 -1.87690 -0.69
H -1.60365 -0.56969 -0.09213 0.27
C -0.90758 0.29911 -0.02978 -0.14
H 1.16004 -0.63870 2.54247 0.37
S 1.20489 -1.44651 0.55851 0.99
O 2.14485 -1.93991 -0.43138 -0.64
H 2.47854 0.06277 1.83877 0.29
N 1.94450 -0.77865 1.91588 -0.50
O 0.15990 -2.19237 1.19655 -0.55
H -0.95038 1.22614 -0.61496 0.37
H 0.82133 -1.21245 -1.95868 0.29
H 1.36540 0.22382 -2.02619 0.26
H -0.19828 1.57409 1.54664 0.31
N 0.44214 -0.02021 -0.46519 -0.02
H -0.44831 -0.02796 2.07854 0.12
```

Calculated values
* molecular weight: 139.18 g mol⁻¹
* LUMO level: 0.59 eV
* SMILES string: CCN(N)S(N)(=O)=O
* charge: 0
* orbital gap: 10.19 eV
* E_HOMO: -9.60 eV

=====

x:
Computed, not measured: 2 unconnected molecules or ions with the total composition C2H9N3O2S, with wB97M-V/def2-TZVPD.

XYZ file:
```
17
Properties=species:S:1:pos:R:3:mulliken_charge:R:1
O 1.62172 -1.66510 -1.02091 -0.51
O 3.03432 0.25978 -0.47080 -0.60
H 0.18143 2.59594 -1.18968 0.30
N -2.12568 -1.44644 -0.59925 -0.51
H 0.96964 -0.36274 1.79441 0.29
H -2.19197 0.11113 0.83330 0.16
H -0.66760 2.15494 0.25414 0.22
H -2.51130 -0.73513 -1.19310 0.26
H 2.51998 -0.54463 1.71092 0.30
H 0.76469 -1.64122 -1.57238 0.41
S 1.69194 -0.24530 -0.26812 1.07
H -1.53486 -1.64395 1.39317 0.28
H 1.16815 2.24483 0.19092 0.27
C -1.87344 -0.99705 0.53025 -0.20
N 0.36109 0.46093 -0.57624 -0.32
C 0.23144 1.89828 -0.36371 -0.82
N 1.67122 -0.85223 1.27900 -0.59
```

Calculated values
* molecular weight: 139.18 g mol⁻¹
* LUMO level: 0.61 eV
* SMILES string: CN=[S@](N)(=O)O.C=N
* charge: 0
* orbital gap: 10.33 eV
* E_HOMO: -9.72 eV

=====

Which one sits at the top of the stability order? w does.

=====

w:
Computed, not measured: a single C8H9N3 molecule, with wB97M-V/def2-TZVPD.

XYZ file:
```
20
Properties=species:S:1:pos:R:3:mulliken_charge:R:1
N 0.82198 0.61825 0.00336 -0.13
H 2.93669 0.95730 0.65324 0.37
C -0.03336 -0.44862 0.06187 1.57
C -2.26061 2.13827 0.05247 -1.28
C -1.44264 -0.34747 0.00578 -0.54
H -2.95229 -1.88572 0.03297 0.24
N -1.96077 -1.63545 0.12305 -0.10
H -3.12549 2.81484 0.25993 0.28
H 2.55205 -0.58449 0.10876 0.20
C -0.88992 -2.55989 0.09222 -0.90
H -1.05305 -3.66835 -0.06742 0.32
H 1.29075 -2.04924 -0.03068 0.28
C 0.23514 -1.83730 0.06444 -0.51
C -3.77922 0.30694 -0.00998 0.18
N -4.83114 -0.13490 -0.07570 -0.52
C -2.48385 0.82522 -0.01245 0.74
H -1.33475 2.63021 0.12796 0.28
H 0.30882 1.50536 -0.01104 0.06
C 2.32727 0.47016 -0.01087 -0.85
H 2.78408 0.92795 -0.87671 0.32
```

Calculated values
* molecular weight: 147.18 g mol⁻¹
* LUMO level (alpha / beta): 0.38 / 0.38 eV
* SMILES string: C=C(C#N)c1[nH]ccc1NC
* charge: 0
* orbital gap (alpha / beta): 7.63 / 7.63 eV
* E_HOMO (alpha / beta): -7.25 / -7.25 eV

=====

x:
Computed, not measured: a single C8H9N3 molecule, with wB97M-V/def2-TZVPD.

XYZ file:
```
20
Properties=species:S:1:pos:R:3:mulliken_charge:R:1
H 2.61472 -1.76154 -0.60835 0.40
C 1.81719 -0.95904 -0.57686 -0.50
C -0.90421 1.15754 0.12501 -0.61
N 1.06708 0.84852 -1.42542 0.76
C 0.62470 -0.68416 0.14278 0.26
H -3.11145 -1.24476 2.51253 0.26
H -2.13577 -2.48407 2.41912 0.26
H 1.51846 2.90650 -1.55750 0.29
H -1.08376 2.14224 -0.20064 0.33
H -2.40917 1.13413 1.67481 0.27
C -1.65900 0.54536 1.08656 -0.66
C 0.94960 2.06061 -2.21665 -0.77
C -0.31398 -1.44565 0.88876 -0.62
H 1.49020 1.85422 -3.21385 0.30
H 0.06812 -2.42531 1.27304 0.24
N -2.10827 -1.49696 2.49003 -0.63
N 2.08028 -0.00012 -1.48479 -0.96
C 0.21532 0.51365 -0.41972 0.48
H -0.25360 2.41826 -2.22524 0.19
C -1.39152 -0.85494 1.44802 0.72
```

Calculated values
* molecular weight: 147.18 g mol⁻¹
* LUMO level: 0.90 eV
* SMILES string: Cn1ncc2cc(N)ccc21
* charge: 0
* orbital gap: 8.73 eV
* E_HOMO: -7.84 eV

=====

Which one sits at the top of the stability order? x does.